{
  "formula": "C31H33BrF4MnN4O2P",
  "method": "ωB97M-V with the def2-TZVPD basis set",
  "species": ["C", "H", "C", "H", "C", "C", "C", "C", "H", "H", "C", "H", "H", "H", "Mn", "H", "H", "H", "F", "C", "C", "H", "O", "N", "H", "H", "F", "C", "C", "H", "O", "F", "N", "H", "H", "C", "Br", "N", "H", "H", "C", "C", "C", "H", "C", "C", "H", "C", "H", "H", "C", "C", "C", "N", "H", "C", "H", "H", "P", "C", "C", "H", "C", "H", "C", "C", "C", "H", "C", "H", "H", "H", "H", "C", "F", "H", "C"],
  "xyz": [[-0.01758, 1.63766, -2.24144], [3.76985, 2.52441, 5.30517], [1.78195, -2.18182, 3.75692], [2.94395, 2.28151, -6.69519], [0.36885, -3.55732, 2.20245], [-3.43930, -0.23977, -0.26946], [0.57481, -1.08534, 1.83326], [-3.31776, 2.13411, 3.14262], [-1.56087, -3.28952, -1.86807], [2.80848, -1.29307, -0.70846], [2.29421, 1.48238, -4.81227], [4.35517, 1.80228, 3.11300], [2.68046, -2.40583, 3.17716], [-3.08461, 3.17759, 2.93191], [0.87942, 0.69362, 1.81317], [3.31006, -0.30078, 2.42932], [2.18127, 2.26942, 5.94021], [-0.04271, -1.31101, 0.94963], [-1.06285, 0.81187, -4.20843], [2.22477, 0.26663, -6.88079], [-2.24696, 3.36060, -2.00640], [1.67734, -2.94416, 4.53283], [1.19480, 1.46317, 3.82718], [2.81157, 2.26745, 5.15611], [1.26721, -3.83865, 1.64938], [0.10517, -4.61091, -0.60834], [-3.09655, 2.45633, -3.98244], [1.47802, -0.78093, -4.84452], [-1.04318, 1.65384, -3.17761], [1.47303, -1.73783, -6.76142], [-1.15023, 1.12775, 1.94084], [-3.31320, 4.13486, -1.87923], [-2.27583, -0.00326, 0.32046], [-5.41586, 1.69540, 1.64946], [1.90219, -1.20720, 4.23174], [1.55313, -3.02626, -0.56487], [1.12959, 2.64948, 0.20470], [-3.44044, -1.11639, -1.28562], [-2.53117, 1.72886, 3.76754], [-4.28863, -1.38622, -1.74912], [0.93732, -0.99371, -1.72247], [0.33348, -3.59358, -0.90110], [-0.70123, -1.86085, 3.71614], [-1.60774, -1.84112, 3.10508], [-1.26027, 3.36582, -1.04313], [-0.16879, 2.53007, -1.17204], [2.40665, 0.21476, -7.94741], [1.75571, 0.38506, -4.13875], [-2.58634, -1.61010, -1.49048], [-5.56486, 0.29519, -0.40620], [-2.13172, 2.50347, -3.07790], [-2.21651, 0.82433, 1.37489], [2.52316, 1.42667, -6.17984], [-3.38615, 1.35469, 1.90138], [1.08516, -1.64764, -4.33032], [2.92429, 0.59528, 1.94865], [0.17970, -4.31370, 2.96819], [-0.47258, -3.55751, 1.50292], [1.54565, 0.61890, -2.33238], [2.37521, 1.83679, 3.97234], [1.70523, -0.83349, -6.21289], [-4.27149, 2.06704, 3.65855], [3.30818, 1.81170, 2.80057], [-1.02629, -1.00453, -2.60772], [-0.60016, -2.85223, -1.61720], [-4.55523, 1.18534, 1.23862], [0.54640, -2.18441, 2.85252], [3.14664, 2.74376, 2.24878], [-4.63770, 0.41599, 0.13475], [-0.81810, -2.63095, 4.48422], [-0.58198, -0.89118, 4.20095], [3.41237, 0.66798, 0.97257], [2.27689, -3.59115, 0.01168], [-0.30020, -1.56162, -2.02816], [-1.40084, 4.16844, 0.01084], [2.53747, 2.38381, -4.25735], [1.85108, -1.73031, -0.96970]],
  "atomic_forces_ev_per_a": [[0.160, 0.111, 0.123], [0.041, 0.032, -0.070], [-0.076, -0.046, -0.139], [-0.029, -0.028, 0.031], [-0.024, -0.083, 0.188], [0.138, 0.050, -0.061], [0.281, 0.113, 0.330], [0.005, 0.117, -0.136], [0.087, -0.132, -0.038], [-0.028, 0.006, -0.015], [-0.016, -0.019, -0.030], [0.001, 0.100, 0.084], [-0.003, 0.022, 0.066], [0.004, -0.018, -0.032], [-0.408, -1.002, 1.241], [-0.130, -0.084, 0.026], [-0.038, 0.009, 0.050], [0.010, 0.239, -0.101], [0.094, -0.099, -0.120], [-0.005, -0.009, -0.028], [-0.124, -0.005, 0.020], [0.020, 0.046, -0.010], [-0.304, -0.383, -0.870], [-0.153, -0.075, 0.002], [-0.231, -0.073, 0.315], [0.004, 0.048, 0.019], [-0.105, 0.011, -0.132], [0.036, 0.044, 0.010], [0.105, -0.059, 0.122], [0.033, 0.007, 0.025], [0.229, 0.391, 0.118], [-0.080, 0.100, -0.004], [0.063, 0.056, 0.005], [0.025, 0.004, 0.040], [0.039, -0.029, 0.032], [0.145, 0.042, -0.365], [0.379, 0.565, -0.434], [-0.071, 0.046, 0.025], [0.021, -0.066, 0.032], [-0.038, 0.030, 0.029], [0.117, -0.005, -0.150], [0.041, 0.031, -0.175], [0.109, -0.154, -0.056], [0.020, -0.004, 0.018], [0.155, -0.042, 0.242], [-0.128, -0.158, -0.032], [-0.015, 0.012, 0.045], [-0.030, 0.102, 0.123], [-0.149, 0.100, 0.103], [0.008, -0.015, 0.090], [-0.083, -0.083, -0.011], [-0.019, -0.210, -0.068], [-0.014, 0.025, 0.051], [0.081, 0.083, 0.125], [-0.042, -0.026, -0.004], [-0.201, 0.186, -0.511], [0.031, 0.026, 0.011], [0.067, 0.009, 0.180], [-0.231, 0.039, -0.139], [0.161, 0.097, 0.108], [0.014, -0.036, 0.029], [-0.039, -0.018, -0.043], [-0.014, -0.259, -0.062], [0.116, 0.050, -0.063], [0.110, 0.041, -0.005], [-0.094, 0.007, 0.051], [-0.117, 0.250, 0.254], [0.036, 0.085, 0.049], [-0.069, -0.039, -0.151], [-0.022, 0.049, -0.028], [-0.033, 0.005, 0.023], [0.026, 0.008, -0.008], [0.000, 0.076, -0.208], [0.127, -0.026, 0.022], [-0.008, 0.039, -0.003], [0.022, -0.022, -0.051], [0.010, -0.200, -0.106]],
  "s_squared": 1.24,
  "homo_lumo_gap_ev": [8.30, 8.12],
  "largest_force_ev_per_a": 1.65,
  "total_charge": 1,
  "de_lowest_ev": 1.9454,
  "multiplicity": 2,
  "homo_energy_ev": [-10.81, -10.32]
}



{
  "formula": "H3NO2S",
  "method": "ωB97M-V with the def2-TZVPD basis set",
  "species": ["H", "S", "H", "O", "N", "O", "H"],
  "xyz": [[-0.56847, -0.64220, 1.59330], [-1.06897, -0.54962, 0.24575], [0.52455, -0.40212, -1.38741], [-2.57874, 1.47760, -0.15324], [0.45050, -0.18882, -0.39913], [-1.40504, -1.88517, -0.14346], [0.72486, 0.76880, -0.22388]],
  "atomic_forces_ev_per_a": [[-0.415, 0.334, -1.090], [0.387, 1.828, 1.330], [-0.316, -0.041, 0.005], [0.587, -0.719, 0.166], [0.234, -0.176, 0.197], [-0.408, -1.409, -0.630], [-0.068, 0.183, 0.021]],
  "homo_lumo_gap_ev": [7.59, 7.73],
  "largest_force_ev_per_a": 2.29,
  "total_charge": 0,
  "de_lowest_ev": 6.2904,
  "homo_energy_ev": [-9.64, -9.63]
}